No. 1
C3H4BrNO | the ωB97M-V functional and the def2-TZVPD basis

Multiplicity: 3
Orbital gap (alpha / beta), eV: 6.38 / 6.71
Calculated total energy, eV: -76748.8077

Last column: Mulliken spin population.
Positions of all 10 atoms, in Å:
C 0.56 -0.88 -0.71  0.03
C -0.36 -0.34 0.06  0.00
C -0.77 1.78 0.89  0.01
N -0.39 1.73 2.08  0.76
O -0.67 0.98 -0.19  0.01
Br 0.58 0.50 2.98  1.17
H 0.95 -1.79 -0.40  0.00
H -0.81 -0.62 0.98  -0.01
H -1.19 2.78 0.76  0.03
H 1.15 -0.50 -1.52  0.00

No. 2
C60H84BiBrIO4S4SbSi2Te | the ωB97M-V functional and the def2-TZVPD basis

Orbital gap, eV: 6.05
Calculated total energy, eV: -228690.2890
Net charge: -2

Last column: Löwdin charge in e.
Positions of all 159 atoms, in Å:
Bi 1.15 -0.08 -0.43  1.21
C -2.54 -2.31 -2.69  -0.08
O -2.08 -1.41 -1.70  -0.17
C -2.71 -1.56 -0.48  -0.21
C -2.37 -2.61 0.36  -0.12
C -1.20 -3.53 0.10  -0.08
C -0.24 -3.55 1.26  -0.13
C 0.09 -4.77 1.84  0.00
C 0.92 -4.88 2.94  -0.19
C 1.38 -3.69 3.50  -0.02
C 1.09 -2.44 2.97  -0.14
C 1.65 -1.22 3.70  -0.06
C 0.77 0.01 3.69  -0.12
C -0.28 0.13 4.59  0.02
C -1.15 1.21 4.59  -0.16
C -1.03 2.12 3.55  0.03
C 0.00 2.04 2.62  -0.12
C -0.02 2.97 1.42  -0.09
C -1.40 2.96 0.82  -0.15
C -2.23 4.06 1.01  -0.02
C -3.54 4.11 0.54  -0.20
C -4.02 2.95 -0.06  -0.01
C -3.24 1.82 -0.27  -0.12
C -3.91 0.62 -0.91  -0.08
C -3.69 -0.65 -0.11  -0.12
C -4.44 -0.90 1.03  0.03
C -4.25 -2.03 1.80  -0.17
C -3.17 -2.84 1.47  0.02
C -5.15 -2.44 2.96  -0.55
C -5.88 -3.74 2.59  -0.05
C -4.32 -2.69 4.22  -0.05
C -6.21 -1.38 3.27  -0.07
C -1.85 1.82 0.10  -0.32
O -1.06 0.86 -0.30  -0.31
C -4.37 5.38 0.69  -0.56
C -3.67 6.53 -0.05  -0.05
C -5.77 5.23 0.11  -0.08
C -4.50 5.73 2.18  -0.06
C 0.96 1.06 2.79  -0.24
O 2.10 1.05 2.02  -0.28
C 2.82 2.28 1.93  -0.09
C -2.18 1.37 5.71  -0.55
C -1.44 1.62 7.03  -0.05
C -3.04 0.10 5.82  -0.06
C -3.12 2.55 5.45  -0.07
C 0.35 -2.36 1.76  -0.28
O 0.17 -1.16 1.19  -0.33
C 1.36 -6.22 3.52  -0.56
C 2.88 -6.37 3.35  -0.06
C 1.00 -6.29 5.02  -0.06
C 0.69 -7.41 2.82  -0.08
H -3.49 -1.96 -3.12  0.09
H -2.68 -3.32 -2.29  0.09
H -1.78 -2.34 -3.46  0.08
H -0.68 -3.20 -0.79  0.06
H -1.56 -4.54 -0.09  0.12
H -0.34 -5.66 1.38  0.10
H 2.00 -3.72 4.39  0.11
H 1.79 -1.52 4.74  0.11
H 2.64 -0.97 3.31  0.09
H -0.39 -0.67 5.32  0.12
H -1.76 2.91 3.42  0.10
H 0.69 2.63 0.67  0.08
H 0.25 3.99 1.71  0.12
H -1.81 4.91 1.54  0.11
H -5.05 2.91 -0.40  0.10
H -3.55 0.47 -1.93  0.11
H -4.98 0.82 -0.96  0.11
H -5.21 -0.17 1.28  0.11
H -2.91 -3.69 2.10  0.12
H -5.17 -4.52 2.31  0.08
H -6.55 -3.57 1.74  0.08
H -6.47 -4.10 3.44  0.08
H -3.72 -3.59 4.13  0.08
H -4.96 -2.80 5.10  0.08
H -3.63 -1.86 4.39  0.05
H -6.85 -1.21 2.40  0.08
H -5.75 -0.43 3.55  0.08
H -6.84 -1.72 4.09  0.08
H -3.57 6.28 -1.11  0.08
H -2.67 6.70 0.34  0.07
H -4.24 7.46 0.03  0.07
H -5.73 4.98 -0.95  0.08
H -6.32 6.17 0.22  0.08
H -6.33 4.45 0.63  0.08
H -3.52 5.91 2.63  0.07
H -4.96 4.91 2.72  0.08
H -5.11 6.63 2.32  0.07
H 2.39 3.04 2.59  0.10
H 2.83 2.63 0.90  0.09
H 3.85 2.07 2.22  0.03
H -0.72 0.82 7.22  0.08
H -2.14 1.66 7.87  0.08
H -0.89 2.56 6.98  0.08
H -2.45 -0.76 6.14  0.08
H -3.47 -0.11 4.85  0.07
H -3.84 0.24 6.55  0.08
H -2.57 3.49 5.42  0.08
H -3.86 2.62 6.26  0.08
H -3.66 2.43 4.51  0.09
H 3.42 -5.59 3.88  0.08
H 3.15 -6.29 2.30  0.07
H 3.21 -7.35 3.73  0.08
H 1.53 -5.53 5.58  0.07
H 1.27 -7.27 5.43  0.07
H -0.07 -6.13 5.16  0.08
H 0.96 -7.44 1.77  0.08
H -0.40 -7.36 2.91  0.08
H 1.03 -8.34 3.28  0.07
S 4.24 -3.50 0.89  -0.18
Sb 3.74 -1.31 0.49  0.31
S 1.31 -1.77 -2.20  -0.16
S 3.38 0.97 -2.41  -0.22
S 5.47 -0.18 1.50  -0.26
Br -2.93 4.34 -4.39  0.69
C -1.14 4.86 -4.06  -0.74
C -0.84 6.21 -4.16  -0.15
C 0.46 6.65 -3.95  -0.10
C 1.45 5.73 -3.64  -0.09
C 1.15 4.38 -3.55  -0.15
C -0.15 3.93 -3.76  -0.70
I -0.56 1.88 -3.56  1.01
H -1.63 6.91 -4.40  0.09
H 0.69 7.70 -4.03  0.10
H 2.47 6.06 -3.48  0.10
H 1.93 3.66 -3.31  0.07
C 3.30 -4.62 -2.67  -0.21
Si 4.28 -3.31 -3.59  0.44
C 5.32 -4.26 -4.87  -0.21
C 5.49 -2.30 -2.55  -0.20
C 3.16 -2.23 -4.67  -0.54
Te 2.38 -0.28 -4.08  0.81
C 3.82 0.51 -5.65  -0.51
Si 2.76 0.77 -7.17  0.40
C 1.56 -0.65 -7.53  -0.21
C 3.73 1.03 -8.78  -0.20
C 1.73 2.33 -6.84  -0.18
H 3.57 -4.66 -1.61  -0.04
H 3.47 -5.62 -3.09  0.02
H 2.23 -4.41 -2.70  -0.02
H 5.95 -5.00 -4.37  0.02
H 5.98 -3.60 -5.44  0.02
H 4.68 -4.79 -5.58  0.02
H 5.76 -2.84 -1.64  -0.01
H 5.06 -1.35 -2.24  -0.05
H 6.41 -2.08 -3.09  0.03
H 2.22 -2.78 -4.81  0.00
H 3.61 -2.06 -5.65  -0.01
H 4.65 -0.19 -5.78  0.00
H 4.23 1.46 -5.31  -0.01
H 2.08 -1.57 -7.80  0.02
H 0.87 -0.41 -8.34  0.02
H 0.95 -0.87 -6.65  0.00
H 4.35 0.16 -9.01  0.02
H 4.38 1.90 -8.72  0.02
H 3.04 1.18 -9.62  0.02
H 0.70 2.23 -7.20  0.03
H 2.17 3.22 -7.29  0.03
H 1.68 2.50 -5.76  -0.02

No. 3
C4H2Cl2Si | the ωB97M-V functional and the def2-TZVPD basis

Orbital gap (alpha / beta), eV: 5.78 / 5.79
Calculated total energy, eV: -37097.1009

Last column: Löwdin charge in e.
Positions of all 9 atoms, in Å:
C 0.42 -0.91 -3.48  -0.23
C 0.04 -1.12 2.67  0.09
C 0.01 -0.35 -2.51  -0.21
C -0.10 -0.13 2.00  -0.26
Si -0.27 1.25 0.82  -0.14
Cl 1.18 2.62 0.94  0.38
Cl -2.11 2.00 0.65  0.37
H 0.64 -1.43 -4.38  -0.04
H 0.19 -1.95 3.30  0.04

No. 4
CH2INO2S | the ωB97M-V functional and the def2-TZVPD basis

Orbital gap (alpha / beta), eV: 8.58 / 6.13
Calculated total energy, eV: -25584.8062

Last column: Löwdin charge in e.
Positions of all 8 atoms, in Å:
C -0.34 0.04 0.17  -0.43
N -0.71 -2.67 -0.11  -0.26
O 0.06 -3.41 -0.67  0.05
O -1.39 -2.90 0.83  -0.01
S -1.68 -0.18 1.23  0.27
I -3.56 0.29 -0.19  0.44
H 0.54 -0.23 0.68  -0.01
H -0.65 -0.13 -0.79  -0.06

No. 5
C4H10N2 | the ωB97M-V functional and the def2-TZVPD basis

Orbital gap (alpha / beta), eV: 7.97 / 7.97
Calculated total energy, eV: -7287.0382

Last column: Löwdin charge in e.
Positions of all 16 atoms, in Å:
C 0.61 -0.06 -0.02  -0.28
C 0.54 -1.54 -0.04  -0.07
C 1.90 0.67 0.05  -0.06
C -1.76 -0.09 0.01  -0.08
N -0.90 2.18 -0.02  0.01
N -0.56 0.76 -0.02  -0.21
H 0.04 -1.96 0.83  0.08
H 1.56 -1.92 -0.06  0.08
H 0.02 -1.92 -0.92  0.08
H 1.71 1.73 -0.14  0.07
H 2.61 0.29 -0.68  0.08
H 2.34 0.58 1.05  0.08
H -1.81 -0.65 0.94  0.09
H -2.66 0.51 -0.08  0.08
H -1.75 -0.80 -0.82  0.08
H -1.91 2.21 -0.09  -0.04

No. 6
C7H16N | the ωB97M-V functional and the def2-TZVPD basis

Orbital gap, eV: 5.17
Calculated total energy, eV: -8995.9472
Net charge: +1

Last column: Löwdin charge in e.
Positions of all 24 atoms, in Å:
C 1.91 -0.53 0.27  -0.31
C 1.42 0.83 0.74  -0.22
C 0.77 1.64 -0.38  -0.22
C -0.15 0.79 -1.28  -0.19
C -1.09 0.02 -0.44  0.24
C -2.44 0.06 -0.45  -0.08
C -3.36 -0.69 0.42  -0.07
N 2.88 -0.39 -0.81  0.05
H 2.31 -1.09 1.17  0.14
H 1.00 -1.02 -0.12  0.07
H 0.59 0.73 1.53  0.13
H 2.20 1.42 1.29  0.14
H 1.59 2.18 -1.03  0.16
H 0.14 2.46 0.03  0.12
H 0.50 0.17 -1.94  0.13
H -0.72 1.44 -2.03  0.20
H -0.30 -2.72 1.66  0.04
H -2.93 0.75 -1.19  0.18
H -3.62 -1.65 -0.02  0.09
H -2.85 -0.90 1.44  0.12
H -4.29 -0.13 0.60  0.09
H 3.15 -1.30 -1.22  0.11
H -0.37 -2.15 2.26  0.03
H 3.66 0.08 -0.48  0.05

No. 7
C28H59ClP2PdSi2 | the ωB97M-V functional and the def2-TZVPD basis

Multiplicity: 5
Orbital gap (alpha / beta), eV: 2.97 / 5.60
Calculated total energy, eV: -80323.4437

Last column: Mulliken spin population.
Positions of all 93 atoms, in Å:
Pd 0.64 -0.81 0.22  0.81
C 2.25 -0.22 -1.49  0.07
C 1.52 -1.44 -1.69  0.05
C 0.18 -1.03 -2.06  0.08
Si 2.15 -3.19 -1.32  0.00
C 0.14 0.39 -2.10  0.15
C 1.41 0.91 -1.73  0.15
Si 1.95 2.72 -1.64  -0.12
H 3.32 -0.17 -1.28  -0.02
H -0.61 -1.72 -2.32  -0.01
H -0.69 1.00 -2.45  0.01
Cl -2.92 0.53 2.39  0.02
C 3.82 2.82 -1.47  0.02
C 1.40 3.65 -3.16  -0.01
C 4.01 -3.16 -1.25  0.00
C 1.53 -4.33 -2.64  0.00
H 2.00 3.31 -4.01  0.00
H 1.57 4.72 -3.02  0.00
H 0.34 3.49 -3.40  0.00
H 4.19 2.28 -0.57  0.01
H 4.11 3.88 -1.38  0.01
H 4.31 2.40 -2.36  0.01
H 2.12 -4.14 -3.54  0.00
H 0.47 -4.19 -2.89  0.00
H 1.69 -5.38 -2.33  0.00
H 4.41 -2.71 -2.17  0.00
H 4.37 -4.20 -1.19  0.00
H 4.40 -2.60 -0.38  0.00
C 1.17 3.47 -0.09  0.10
C 1.50 -3.76 0.41  -0.03
P -0.53 2.95 0.33  0.64
H 1.21 4.57 -0.18  0.26
H 1.81 3.19 0.77  0.12
P -0.07 -2.91 0.79  0.12
H 2.22 -3.43 1.17  0.00
H 1.41 -4.85 0.45  0.01
C -0.68 -3.31 2.49  -0.01
C -1.27 -3.76 -0.37  0.03
C -1.54 3.76 -1.03  0.48
C -0.95 3.93 1.88  0.18
C -0.95 3.00 3.09  0.23
H -1.99 4.26 1.70  0.06
C -0.07 5.13 2.16  0.11
H 0.98 4.83 2.30  0.07
H -0.42 5.59 3.10  -0.04
H -0.12 5.90 1.38  0.01
H -1.69 2.20 2.94  -0.06
H -1.23 3.54 4.00  -0.04
H 0.03 2.52 3.25  -0.03
H -1.06 3.42 -1.96  -0.13
C -1.50 5.29 -0.98  0.15
C -2.99 3.25 -1.01  -0.18
H -0.50 5.70 -1.16  -0.02
H -1.87 5.67 -0.02  0.03
H -2.16 5.67 -1.76  -0.01
H -3.06 2.20 -1.29  -0.04
H -3.58 3.82 -1.74  -0.01
H -3.45 3.37 -0.02  0.07
H -0.82 -3.64 -1.36  -0.01
C -2.63 -3.07 -0.36  0.02
C -1.43 -5.24 -0.05  0.01
H -0.50 -5.81 -0.14  0.00
H -2.14 -5.67 -0.77  0.00
H -1.84 -5.39 0.95  0.00
H -2.61 -2.08 -0.84  0.00
H -3.03 -2.95 0.65  0.01
H -3.35 -3.68 -0.93  0.00
C -0.61 -2.11 3.43  0.09
C 0.01 -4.53 3.10  0.01
H -1.74 -3.55 2.34  0.00
H 1.09 -4.36 3.23  0.00
H -0.13 -5.45 2.51  0.00
H -0.43 -4.71 4.09  0.00
H 0.43 -1.78 3.60  -0.01
H -1.03 -2.39 4.41  0.00
H -1.19 -1.26 3.06  -0.01
C -2.82 0.31 0.64  -0.15
H -3.83 0.40 0.18  -0.02
H -2.33 -0.66 0.49  0.05
H -2.14 1.05 0.21  0.24
C 3.88 -0.11 1.57  0.00
C 2.64 -0.36 2.42  0.01
C 2.89 0.10 3.87  0.01
C 1.39 0.24 1.83  0.58
H 4.04 0.97 1.43  0.01
H 3.78 -0.57 0.59  -0.01
H 4.77 -0.53 2.06  0.00
H 2.49 -1.45 2.47  0.02
H 3.09 1.18 3.92  0.01
H 2.02 -0.12 4.50  -0.01
H 3.77 -0.44 4.28  0.00
H 0.57 0.26 2.54  -0.11
H 1.56 1.24 1.42  -0.05

No. 8
C4H12NO | the ωB97M-V functional and the def2-TZVPD basis

Multiplicity: 2
Orbital gap (alpha / beta), eV: 4.06 / 11.62
Calculated total energy, eV: -7876.5783

Last column: Mulliken spin population.
Positions of all 18 atoms, in Å:
C 0.62 -0.86 -1.88  0.04
C 0.27 0.02 -0.68  0.81
C -1.01 -0.39 0.06  -0.17
C -1.37 0.38 1.37  0.16
O -0.48 1.47 1.58  -0.43
N 1.43 0.13 0.22  1.63
H 1.45 -0.32 -2.42  -0.11
H 0.78 -1.91 -1.60  -0.16
H -0.18 -0.80 -2.61  0.00
H 0.23 1.05 -1.08  0.35
H -0.86 -1.43 0.38  0.06
H -1.83 -0.30 -0.65  0.03
H -1.27 -0.38 2.15  -0.05
H -2.40 0.75 1.34  0.05
H -0.70 1.83 2.45  0.16
H 1.23 0.71 1.04  -0.02
H 2.19 0.82 -0.16  -0.63
H 1.90 -0.76 0.47  -0.72

No. 9
C4HF5S | the ωB97M-V functional and the def2-TZVPD basis

Structure (SMILES): FC(F)=C(F)F.FC=C=S
Orbital gap, eV: 7.79
Calculated total energy, eV: -28582.6218

Last column: Löwdin charge in e.
Positions of all 11 atoms, in Å:
F 1.49 0.60 -0.19  0.12
C 0.98 -0.44 0.42  -0.35
F 0.36 -0.18 1.53  0.15
C 1.13 -1.69 -0.08  -0.27
F 1.82 -2.02 -1.13  0.17
F 0.76 -2.82 0.60  0.10
F -1.13 0.27 -1.43  -0.01
C -1.75 1.00 -0.51  -0.24
C -0.97 1.91 0.06  -0.68
S -0.13 2.95 0.79  0.86
H -2.58 0.42 -0.07  0.13

No. 10
C4H9N2 | the ωB97M-V functional and the def2-TZVPD basis

Multiplicity: 3
Orbital gap (alpha / beta), eV: 5.06 / 8.34
Calculated total energy, eV: -7260.9029
Net charge: +1

Last column: Mulliken spin population.
Positions of all 15 atoms, in Å:
C -0.80 0.97 -0.07  0.07
C -0.12 2.79 1.25  0.70
C -0.56 -0.42 -0.56  0.02
C 0.47 -0.95 0.00  0.02
N 0.18 1.67 0.72  1.01
N 0.69 -2.39 -0.21  0.00
H -1.09 1.55 -0.93  -0.03
H -1.72 0.80 0.52  0.03
H -1.27 3.11 1.34  0.12
H 0.61 3.44 1.71  0.07
H -1.28 -0.76 -1.29  0.01
H 1.07 -0.45 0.67  -0.01
H 0.19 -3.03 0.46  0.00
H 1.60 -2.82 -0.17  0.00
H 0.51 -2.63 -1.26  0.00

No. 11
C19H23BrN2O2 | the ωB97M-V functional and the def2-TZVPD basis

Structure (SMILES): O[C@@H](COc1ccc(Br)cc1)CN1CCN(c2ccccc2)CC1
Orbital gap, eV: 8.22
Calculated total energy, eV: -97193.4582

Last column: Löwdin charge in e.
Positions of all 47 atoms, in Å:
O -3.57 -2.63 -1.62  -0.02
C -3.33 -2.81 -0.25  -0.33
C -1.82 -2.89 0.04  -0.14
O -1.20 -1.79 -0.60  -0.08
C 0.13 -1.56 -0.39  -0.27
C 0.97 -2.39 0.35  -0.01
C 2.30 -2.04 0.53  -0.12
C 2.78 -0.88 -0.03  -0.69
Br 4.61 -0.40 0.22  0.71
C 1.96 -0.05 -0.78  -0.12
C 0.64 -0.39 -0.95  0.01
C -4.10 -1.79 0.64  -0.13
N -3.70 -0.42 0.73  -0.15
C -3.65 0.33 -0.51  -0.15
C -3.71 1.82 -0.16  -0.14
N -2.60 2.20 0.69  -0.09
C -1.37 2.52 0.14  -0.22
C -0.27 2.82 0.96  -0.02
C 0.94 3.22 0.43  -0.09
C 1.11 3.36 -0.94  -0.13
C 0.04 3.07 -1.76  -0.10
C -1.17 2.66 -1.24  -0.05
C -2.68 1.43 1.91  -0.14
C -2.61 -0.07 1.61  -0.15
H -2.99 -1.92 -1.92  0.08
H -3.76 -3.80 -0.01  0.15
H -1.42 -3.83 -0.38  0.14
H -1.64 -2.87 1.12  0.13
H 0.60 -3.30 0.80  0.11
H 2.95 -2.68 1.10  0.10
H 2.34 0.86 -1.21  0.09
H -0.02 0.25 -1.52  0.11
H -5.13 -1.81 0.26  0.13
H -4.12 -2.19 1.66  0.12
H -4.51 0.05 -1.13  0.13
H -2.72 0.14 -1.07  0.11
H -3.74 2.44 -1.06  0.11
H -4.63 2.01 0.40  0.13
H -0.36 2.76 2.03  0.10
H 1.76 3.44 1.10  0.11
H 2.06 3.68 -1.35  0.10
H 0.14 3.17 -2.84  0.11
H -1.97 2.44 -1.94  0.10
H -1.89 1.71 2.60  0.10
H -3.64 1.66 2.38  0.13
H -2.71 -0.64 2.54  0.13
H -1.62 -0.27 1.18  0.12

No. 12
C2H2FO2P | the ωB97M-V functional and the def2-TZVPD basis

Structure (SMILES): FOOC#CP
Orbital gap, eV: 9.79
Calculated total energy, eV: -18198.6385

Last column: Löwdin charge in e.
Positions of all 8 atoms, in Å:
F -3.18 0.83 0.48  -0.04
O -2.72 -0.20 -0.44  0.03
O -1.73 -0.93 0.14  0.00
C -0.52 -0.44 0.00  -0.16
C 0.59 0.01 -0.09  -0.38
P 2.19 0.73 -0.28  0.77
H 2.77 -0.41 -0.83  -0.11
H 2.60 0.41 1.02  -0.11

No. 13
C5H11NO | the ωB97M-V functional and the def2-TZVPD basis

Orbital gap, eV: 9.66
Calculated total energy, eV: -8898.3248

Last column: Löwdin charge in e.
Positions of all 18 atoms, in Å:
C -0.62 -0.67 1.13  -0.02
C -1.79 -0.97 0.25  -0.22
C 0.41 0.34 -0.26  -0.45
C 1.37 -0.67 -0.85  -0.05
C 1.06 1.57 0.32  -0.05
N -0.68 0.59 -1.12  -0.03
O -1.53 -0.51 -1.11  -0.16
H -0.82 0.04 1.93  0.07
H -0.02 -1.50 1.43  0.07
H -1.97 -2.04 0.13  0.11
H -2.71 -0.48 0.60  0.11
H 1.95 -1.17 -0.08  0.08
H 2.05 -0.17 -1.53  0.08
H 0.81 -1.43 -1.40  0.08
H 1.63 2.08 -0.46  0.08
H 1.74 1.30 1.13  0.09
H 0.31 2.26 0.71  0.08
H -1.19 1.43 -0.83  0.13

No. 14
C5H5NO2 | the ωB97M-V functional and the def2-TZVPD basis

Orbital gap, eV: 10.68
Calculated total energy, eV: -10847.2492

Last column: Löwdin charge in e.
Positions of all 13 atoms, in Å:
C 0.96 -0.47 -0.16  -0.33
C 0.18 0.18 1.03  -0.14
C 0.28 0.61 -0.95  -0.11
C -1.30 0.28 -0.69  -0.09
C -1.25 -0.01 0.75  -0.22
H 0.55 0.14 2.02  0.14
H 1.57 1.67 0.34  0.11
H 0.49 1.07 -1.88  0.12
H -2.12 0.66 -1.37  0.16
H -2.05 0.02 1.50  0.16
N 0.60 1.44 0.27  0.09
O 1.99 -1.06 -0.13  0.12
O -1.47 -1.09 -0.17  -0.01

No. 15
C5H12NO | the ωB97M-V functional and the def2-TZVPD basis

Orbital gap, eV: 10.32
Calculated total energy, eV: -8908.2870
Net charge: +1

Last column: Löwdin charge in e.
Positions of all 19 atoms, in Å:
C 0.13 -2.04 0.87  0.16
C 1.23 1.23 0.40  0.03
C 2.07 -0.33 -1.39  0.01
C -2.72 0.93 0.02  -0.05
C 1.34 -0.14 -0.20  -0.33
N 0.84 -1.11 0.44  0.15
O -1.95 -0.20 0.59  -0.17
H 0.56 -2.71 1.57  0.11
H -0.82 -2.18 0.36  0.11
H 0.22 1.41 0.70  0.08
H 1.91 1.52 1.22  0.12
H 1.73 1.82 -0.40  0.11
H 1.52 0.42 -2.04  0.15
H 2.00 -1.33 -1.86  0.12
H 3.06 0.00 -1.25  0.10
H -2.23 1.31 -0.79  0.05
H -2.92 1.55 0.84  0.07
H -3.60 0.49 -0.41  0.08
H -2.36 -0.62 1.34  0.07